# 1
Below is C23H69BINO17SbSi as an isolated structure, with properties calculated with ωB97M-V with the def2-TZVPD basis set.

Total energy, Ha: -3103.9167

```
! RIJCOSX wB97M-V def2-TZVPD def2/J DEFGRID3
* xyz -1 1
C 6.567 -0.974 1.373
C 5.065 -0.657 1.436
C 4.822 0.705 0.804
O 5.127 1.732 1.353
O 4.294 0.631 -0.432
C 3.260 1.591 -0.708
C 1.977 1.317 0.074
Sb 0.613 -0.233 -0.711
O -0.533 -1.737 -1.529
C -1.209 0.979 -0.406
C -1.250 1.796 0.895
O -2.546 1.644 1.493
Si -2.779 2.347 2.998
C -4.195 1.391 3.783
C -1.306 2.180 4.152
C -3.348 4.148 2.864
C 0.523 -1.187 1.266
N -0.415 -2.288 1.398
C -1.816 -1.887 1.539
C 0.758 0.649 -2.778
C -0.210 0.055 -3.729
O -1.382 0.242 -3.759
I 0.613 -1.238 -5.312
O 2.253 -1.382 -1.204
B 2.027 -2.691 -1.437
O 1.992 -3.660 -0.397
O 1.881 -3.212 -2.721
H 7.112 -0.118 1.760
H 6.806 -1.833 1.999
H 6.894 -1.180 0.355
H 4.705 -0.607 2.461
H 4.490 -1.391 0.871
H 3.641 2.581 -0.435
H 3.126 1.592 -1.787
H 1.457 2.275 0.169
H 2.240 1.016 1.093
H -1.433 -1.418 -1.625
H -1.284 1.679 -1.243
H -2.122 0.380 -0.437
H -1.101 2.857 0.646
H -0.452 1.528 1.594
H -5.046 1.398 3.098
H -3.898 0.342 3.887
H -4.466 1.808 4.747
H -0.484 2.867 3.951
H -0.969 1.140 4.139
H -1.670 2.375 5.165
H -4.219 4.256 3.516
H -2.596 4.851 3.229
H -3.672 4.408 1.855
H 1.530 -1.576 1.452
H 0.324 -0.470 2.066
H -0.294 -2.946 0.645
H -2.264 -2.418 2.386
H -1.892 -0.823 1.760
H -2.378 -2.158 0.642
H 1.766 0.510 -3.166
H 0.554 1.722 -2.739
H 2.737 -3.512 0.191
H 1.223 -3.911 -2.721
C 4.351 -0.917 -6.733
O 4.092 -2.249 -7.168
H 5.413 -0.723 -6.878
H 3.770 -0.203 -7.319
H 4.107 -0.801 -5.675
H 3.152 -2.408 -7.034
C -5.873 4.677 6.000
O -6.078 3.319 5.621
H -4.826 4.910 5.829
H -6.492 5.348 5.398
H -6.098 4.829 7.060
H -7.002 3.102 5.767
C 9.642 -1.050 4.352
O 8.623 -0.235 3.789
H 9.262 -2.068 4.387
H 10.547 -1.034 3.738
H 9.890 -0.732 5.369
H 8.952 0.667 3.754
C 3.222 -7.060 -1.981
O 4.190 -6.024 -1.999
H 3.753 -8.008 -2.046
H 2.640 -7.042 -1.055
H 2.541 -6.979 -2.834
H 3.711 -5.189 -1.945
C -2.768 7.333 5.620
O -2.690 6.046 6.224
H -3.500 7.271 4.818
H -3.095 8.089 6.340
H -1.806 7.629 5.195
H -2.042 6.089 6.931
C 1.248 0.793 -9.500
O 1.562 0.605 -8.128
H 1.769 0.021 -10.062
H 0.173 0.692 -9.677
H 1.581 1.773 -9.857
H 1.101 1.274 -7.616
C -2.968 -5.002 -0.789
O -3.719 -4.552 0.333
H -2.219 -5.699 -0.421
H -3.607 -5.519 -1.512
H -2.458 -4.170 -1.284
H -4.376 -3.928 0.014
C -5.341 0.449 -0.779
O -5.176 1.649 -0.036
H -6.397 0.191 -0.791
H -4.996 0.579 -1.809
H -4.782 -0.368 -0.312
H -4.230 1.841 -0.021
C -5.721 -1.942 -3.708
O -6.501 -2.297 -2.568
H -4.982 -1.213 -3.386
H -5.200 -2.812 -4.115
H -6.343 -1.494 -4.487
H -7.153 -2.944 -2.847
*
```

Löwdin atomic charge list, values in e, 6 entries: -0.086, -0.131, -0.520, 0.105, -0.016, -0.234



# 2
Below is a single C22H25N3O5 molecule, with properties calculated with ωB97M-V with the def2-TZVPD basis set.

Relative energy (zero: lowest compared OMol25 entry of this formula, charge and spin), kcal per mole: 84.4
Structure (SMILES): CCOc1ccc(-c2nnc(NC(=O)c3ccc(OCC(C)C)c(OC)c3)o2)cc1

```
! RIJCOSX wB97M-V def2-TZVPD def2/J DEFGRID3
* xyz 0 1
C 5.387 -1.428 8.235
C 5.329 0.057 7.889
O 5.291 0.288 6.494
C 4.142 0.097 5.801
C 2.903 -0.231 6.352
C 1.800 -0.378 5.536
C 1.908 -0.205 4.158
C 0.747 -0.364 3.321
N -0.458 -0.679 3.686
N -1.222 -0.714 2.576
C -0.434 -0.417 1.585
N -0.833 -0.331 0.284
C -0.004 -0.083 -0.803
O 1.191 0.045 -0.680
C -0.711 -0.009 -2.099
C 0.018 -0.282 -3.252
C -0.596 -0.218 -4.482
C -1.939 0.137 -4.620
O -2.374 0.150 -5.896
C -3.694 0.522 -6.254
C -3.808 0.450 -7.781
C -2.834 1.428 -8.434
C -3.558 -0.974 -8.268
C -2.677 0.440 -3.453
O -3.991 0.807 -3.597
C -4.743 1.125 -2.451
C -2.052 0.356 -2.219
O 0.824 -0.181 1.971
C 3.147 0.124 3.603
C 4.245 0.272 4.416
H 4.495 -1.944 7.889
H 6.253 -1.883 7.760
H 5.470 -1.550 9.312
H 4.481 0.543 8.386
H 6.248 0.550 8.218
H 2.784 -0.369 7.414
H 0.837 -0.630 5.952
H -1.807 -0.554 0.144
H 1.059 -0.548 -3.163
H -0.050 -0.437 -5.386
H -3.906 1.541 -5.913
H -4.418 -0.159 -5.793
H -4.833 0.741 -8.037
H -2.923 1.384 -9.517
H -3.039 2.446 -8.112
H -1.815 1.175 -8.157
H -4.277 -1.662 -7.830
H -3.647 -1.026 -9.351
H -2.557 -1.291 -7.986
H -4.322 1.981 -1.915
H -4.828 0.270 -1.773
H -5.733 1.386 -2.822
H -2.610 0.623 -1.336
H 3.233 0.258 2.536
H 5.210 0.528 4.007
*
```

natural (NBO) atomic charge list, values in e, 6 entries: -0.638, -0.063, -0.489, 0.306, -0.269, -0.149



# 3
Below is C28H42F6O23V2 as an isolated structure, with properties calculated with ωB97M-V with the def2-TZVPD basis set.

Total energy, Ha: -5309.3085

```
! RIJCOSX wB97M-V def2-TZVPD def2/J DEFGRID3
* xyz 1 2
O 4.777 3.245 12.589
V 5.413 1.928 13.286
O 5.436 2.189 14.830
O 6.350 -2.330 13.965
V 6.887 -1.933 12.592
O 8.485 -2.008 12.769
C 8.024 1.112 11.801
O 7.924 2.130 12.662
O 6.793 0.419 12.128
C 8.315 1.593 10.389
F 9.484 2.176 10.201
F 8.226 0.608 9.492
F 7.371 2.502 10.046
C 8.912 3.265 12.830
C 8.329 4.557 12.208
H 8.308 4.515 11.119
H 7.359 4.782 12.653
H 9.033 5.385 12.295
H 9.950 3.084 12.550
H 8.812 3.432 13.902
H 8.892 0.567 12.172
C 5.185 -2.617 9.770
O 4.750 -3.983 9.325
O 5.239 -2.822 11.169
C 6.494 -2.160 8.976
F 7.445 -2.019 9.856
F 6.983 -3.043 8.087
F 6.488 -0.957 8.400
C 4.085 -4.209 8.038
C 3.902 -5.820 7.795
H 4.817 -6.229 7.366
H 3.735 -6.065 8.844
H 3.051 -6.235 7.256
H 4.696 -3.781 7.243
H 3.192 -3.594 7.933
H 4.425 -1.871 9.540
C 11.438 1.367 5.957
C 10.995 2.225 7.136
C 12.049 2.934 8.043
O 11.686 4.315 7.825
C 10.503 4.399 7.075
O 10.115 5.453 6.554
O 10.020 3.173 6.798
H 10.664 1.307 5.192
H 11.575 0.293 6.084
H 12.339 1.873 5.609
H 10.525 1.515 7.817
H 12.998 2.758 7.537
H 11.998 2.531 9.054
C 7.936 6.595 17.129
C 6.595 6.781 16.397
C 6.429 6.064 15.112
O 5.759 4.923 15.532
C 5.177 5.171 16.669
O 4.535 4.296 17.376
O 5.471 6.399 17.077
H 8.363 5.598 17.018
H 8.022 6.949 18.156
H 8.707 7.108 16.554
H 6.506 7.813 16.058
H 7.389 5.631 14.833
H 6.040 6.711 14.325
C 5.244 4.888 9.357
C 6.058 6.106 8.991
C 7.377 5.954 8.227
O 7.202 6.649 7.031
C 5.948 7.111 6.952
O 5.478 7.763 6.042
O 5.302 6.680 7.992
H 5.626 4.592 10.334
H 5.380 4.230 8.498
H 4.206 5.218 9.319
H 6.233 6.758 9.847
H 7.356 4.965 7.768
H 8.336 6.190 8.689
C 13.345 1.154 12.809
C 13.649 2.677 13.063
C 14.765 3.132 12.112
O 13.984 3.705 11.156
C 12.761 4.061 11.560
O 11.850 4.584 10.902
O 12.577 3.471 12.718
H 12.521 0.663 13.326
H 14.135 0.454 13.081
H 13.216 0.966 11.743
H 13.673 3.060 14.083
H 15.383 2.332 11.705
H 15.526 3.675 12.672
C 11.828 -1.438 16.987
C 12.168 0.057 17.356
C 12.986 0.862 16.366
O 11.985 1.625 15.828
C 10.862 1.535 16.503
O 9.771 2.141 16.207
O 11.012 0.766 17.433
H 11.195 -1.613 16.117
H 11.276 -1.838 17.837
H 12.777 -1.925 16.763
H 12.823 -0.008 18.224
H 13.386 0.218 15.583
H 13.679 1.570 16.819
*
```

Löwdin atomic charge list, values in e, 6 entries: -0.274, 1.132, -0.205, -0.231, 1.028, -0.279



# 4
Below is a 2-piece molecular cluster, C14H25NO5P overall, with properties calculated with ωB97M-V with the def2-TZVPD basis set.

Relative energy (zero: lowest compared OMol25 entry of this formula, charge and spin), kcal per mole: 33.5

```
! RIJCOSX wB97M-V def2-TZVPD def2/J DEFGRID3
* xyz -1 1
C -0.726 1.310 -3.202
C -1.022 -0.162 -2.945
C -0.021 -0.816 -1.996
O -0.131 -0.299 -0.701
P 1.227 0.595 -0.042
C 0.765 -0.120 1.645
C 1.893 -0.215 2.656
O 2.913 -1.171 2.259
C 4.111 -0.742 1.846
O 4.500 0.390 1.933
C 4.912 -1.884 1.260
C 4.529 -2.146 -0.200
O -0.083 1.988 0.208
N 0.416 3.195 0.451
O 0.408 3.917 -0.511
H 0.289 1.444 -3.597
H -1.432 1.738 -3.923
H -0.777 1.890 -2.276
H -2.020 -0.262 -2.496
H -1.029 -0.725 -3.891
H -0.205 -1.904 -1.978
H 1.009 -0.672 -2.377
H 1.432 1.190 -1.326
H 2.237 1.435 0.538
H 2.173 -0.461 -0.323
H 0.008 0.528 2.100
H 0.310 -1.106 1.511
H 2.370 0.748 2.859
H 1.514 -0.626 3.599
H 5.966 -1.607 1.341
H 4.738 -2.781 1.861
H 5.161 -2.941 -0.609
H 4.663 -1.244 -0.803
H 3.483 -2.445 -0.286
C -3.960 -0.908 0.289
C -5.316 -0.779 0.561
C -5.839 0.462 0.900
C -5.003 1.570 0.964
C -3.648 1.436 0.691
C -3.119 0.197 0.353
H -3.549 -1.875 0.023
H -5.966 -1.644 0.509
H -6.897 0.566 1.113
H -5.410 2.539 1.227
H -2.987 2.293 0.736
H -2.062 0.100 0.132
*
```

natural (NBO) atomic charge list, values in e, 6 entries: -0.623, -0.415, -0.048, -0.856, 1.116, -0.728



no.,strongest force on any atom (eV Å⁻¹)
1,1.3
2,1.6
3,9.8
4,0.8